Molecular formula: C40H55Cl3F6GeN10O4SiTeY
Method: DFT, ωB97M-V/def2-TZVPD

Computed properties:
E = -192074.4515 eV
Spin multiplicity = 2
HOMO (alpha / beta) = -7.03 / -7.03 eV
Energy relative to the best compared isomer or geometry (same formula, charge and spin) = 66.9 kcal/mol

Each line ends with the Mulliken spin population.
Cartesian coordinates (Å):
1 Y 0.21780 -0.28398 -1.74838  0.04
2 C 2.04928 -4.50620 -3.56557  0.00
3 Si 0.90330 -3.09325 -4.05832  0.00
4 C 0.97269 -2.95901 -5.93016  0.00
5 C -0.78488 -4.16734 -3.97655  0.00
6 N 1.34981 -1.54747 -3.34927  0.01
7 C 2.59278 -1.04065 -3.73141  -0.01
8 C 3.55515 -1.75073 -4.49053  0.00
9 C 4.71363 -1.17056 -4.98348  0.00
10 C 4.98904 0.16506 -4.74353  0.00
11 C 4.10633 0.88404 -3.95502  0.00
12 C 2.97152 0.28802 -3.44134  0.01
13 O 2.10892 1.05968 -2.62790  -0.02
14 C 2.74030 2.02647 -1.85765  0.00
15 C 2.30835 3.32842 -1.96699  0.00
16 C 2.93703 4.31469 -1.20925  0.01
17 C 3.99941 3.99211 -0.38247  -0.01
18 C 4.43781 2.67165 -0.30427  -0.02
19 C 3.80129 1.67595 -1.03146  0.04
20 H 1.52650 -5.35693 -3.11880  0.00
21 H 2.81945 -4.18507 -2.85768  0.00
22 H 2.56321 -4.87446 -4.46108  0.00
23 H 1.10221 -3.95298 -6.37415  0.00
24 H 1.81705 -2.35048 -6.26413  0.00
25 H 0.06180 -2.51946 -6.34112  0.00
26 H -0.71297 -4.90918 -4.77308  0.00
27 H -1.77464 -3.69128 -4.27405  0.00
28 H -0.90105 -4.69564 -3.03348  0.00
29 H 3.38901 -2.79963 -4.69217  0.00
30 H 5.40265 -1.77498 -5.56187  0.00
31 H 5.87485 0.63995 -5.14432  0.00
32 H 4.30816 1.92289 -3.72435  0.00
33 H 1.49660 3.56353 -2.64453  0.00
34 H 2.60307 5.34232 -1.29144  0.00
35 H 4.49226 4.75987 0.19976  0.00
36 H 5.26998 2.41169 0.33632  0.01
37 H 4.12923 0.64487 -0.98854  0.01
38 O 0.01658 0.84766 -4.29469  0.00
39 H -0.83998 0.50092 -4.57555  0.00
40 H 0.66400 0.31984 -4.78041  0.00
41 Cl 3.81030 2.23690 3.15405  0.12
42 Ge 2.62146 0.88206 1.91823  0.40
43 Cl 1.05556 0.26888 3.27503  0.11
44 Cl 3.98459 -0.78988 1.87131  0.12
45 F 1.68369 -0.41082 -0.35725  0.09
46 N -1.20247 -0.20377 0.11801  0.01
47 C -1.96176 -0.47951 0.94293  -0.01
48 N -2.86461 -0.77374 1.85126  0.00
49 C -2.51658 -0.94789 3.26896  -0.01
50 C -2.97857 -2.32297 3.76966  0.00
51 C -4.14769 -2.85501 2.93202  0.00
52 C -5.04213 -1.69544 2.49761  0.00
53 C -4.30089 -0.81637 1.48913  0.00
54 H -3.00527 -0.14927 3.83135  0.00
55 H -1.44586 -0.81622 3.37766  0.00
56 H -3.28638 -2.21774 4.81227  0.00
57 H -2.14978 -3.03159 3.75224  0.00
58 H -4.71116 -3.58908 3.50592  0.00
59 H -3.77372 -3.36190 2.03864  0.00
60 H -5.33874 -1.11499 3.37586  0.00
61 H -5.95524 -2.05456 2.02339  0.00
62 H -4.70630 0.19763 1.46919  0.00
63 H -4.37606 -1.23521 0.48948  0.00
64 C 1.33320 -4.03810 -0.02297  0.00
65 N 1.62119 -5.37632 0.51716  0.00
66 C 2.26419 -5.20836 1.82792  0.00
67 N 1.42414 -4.45625 2.76654  0.00
68 C 1.14429 -3.14198 2.16495  0.00
69 N 0.46954 -3.25495 0.86765  0.00
70 C -0.77719 -3.99107 1.06816  0.00
71 N -0.55465 -5.33111 1.63678  0.00
72 C 0.33801 -6.05950 0.72244  0.00
73 C 0.15379 -5.16940 2.91282  0.00
74 H 0.83508 -4.15693 -0.98490  0.00
75 H 2.26748 -3.49324 -0.17321  0.00
76 H 3.20410 -4.67141 1.69092  0.00
77 H 2.47385 -6.19357 2.24908  0.00
78 H 2.08235 -2.61008 2.02872  0.00
79 H 0.51008 -2.57287 2.84784  0.00
80 H -1.29263 -4.09472 0.11221  0.00
81 H -1.41192 -3.42220 1.75138  0.00
82 H -0.16230 -6.16667 -0.24220  0.00
83 H 0.52728 -7.05325 1.13292  0.00
84 H 0.34608 -6.15730 3.33595  0.00
85 H -0.48442 -4.61286 3.60229  0.00
86 C -3.61989 8.31250 5.74976  0.00
87 C -2.61385 7.39800 5.09830  0.00
88 C -3.00797 6.34702 4.28237  0.00
89 C -2.08163 5.49507 3.68844  0.00
90 C -0.72264 5.70026 3.88865  0.00
91 N 0.27274 4.86635 3.32317  0.00
92 C 0.27346 4.18144 2.13417  0.02
93 O 1.11520 3.33318 1.90386  0.05
94 N -0.68154 4.55718 1.22276  0.00
95 C -0.89013 3.94099 -0.02646  0.01
96 C -1.65746 4.60265 -0.97285  0.00
97 C -1.87448 4.01036 -2.20177  0.00
98 C -1.32500 2.76727 -2.45440  0.00
99 N -0.60003 2.11939 -1.54319  -0.01
100 C -0.38831 2.68588 -0.35571  0.02
101 C -0.31303 6.74354 4.71465  0.00
102 C -1.24642 7.57124 5.31108  0.00
103 H -4.62841 8.10794 5.39265  0.00
104 H -3.39175 9.35872 5.54082  0.00
105 H -3.61551 8.18892 6.83423  0.00
106 H -4.06461 6.17019 4.11504  0.00
107 H -2.42779 4.65407 3.10122  0.00
108 H 1.09672 4.67578 3.87212  0.00
109 H -1.16320 5.42602 1.38705  0.00
110 H -2.06983 5.58186 -0.74951  0.00
111 H -2.46379 4.50494 -2.96173  0.00
112 H -1.46614 2.28130 -3.40492  0.00
113 H 0.20639 2.13399 0.34848  0.02
114 H 0.74606 6.90266 4.88540  0.00
115 H -0.90471 8.37661 5.95238  0.00
116 F -3.21221 -1.73450 -1.45428  0.00
117 Te -2.00029 -2.26477 -2.80654  0.00
118 F -1.98913 -0.23833 -2.71751  0.00
119 F -2.88189 -3.83397 -2.29696  0.00
120 F -3.50739 -2.11826 -3.87092  0.00
121 F -1.29503 -1.60534 -4.43529  0.00
122 O -0.58796 -2.41787 -1.70107  0.01

Molecular formula: C40H55ClN6O5PPt
Method: DFT, ωB97M-V/def2-TZVPD

Computed properties:
E = -86575.6276 eV
Spin multiplicity = 1
HOMO (alpha / beta) = -16.31 / -16.32 eV
Charge = +3

Each line ends with the Mulliken charge.
Cartesian coordinates (Å):
1 Pt 1.34843 0.14442 0.51047  3.76
2 C 2.94343 2.35652 2.17927  -0.64
3 N 1.53713 2.12782 1.85847  -0.30
4 C 0.60793 2.04962 2.97247  -1.33
5 C 0.30323 0.62282 3.31517  0.23
6 N 0.42353 -0.39158 2.47047  0.64
7 C 0.01193 -1.52398 3.14557  -0.34
8 C -0.05567 -2.86538 2.77197  -0.21
9 C -0.54617 -3.76658 3.69817  -0.96
10 C -0.96337 -3.36898 4.97017  -0.62
11 C -0.88597 -2.04618 5.37037  -1.24
12 C -0.39417 -1.13858 4.44257  0.81
13 N -0.18227 0.22252 4.50197  0.05
14 C 3.79193 1.20822 1.74297  -0.12
15 N 3.33963 -0.03228 1.58127  0.00
16 C 4.42183 -0.80278 1.23287  -0.11
17 C 4.56373 -2.17658 1.01567  -0.61
18 C 5.81273 -2.63738 0.64067  -0.80
19 C 6.90033 -1.77798 0.47257  -0.68
20 C 6.78893 -0.41588 0.72727  -1.00
21 C 5.55233 0.04352 1.14197  1.02
22 N 5.10473 1.29502 1.50167  0.01
23 H 3.08093 2.50172 3.25937  0.52
24 H 3.30633 3.25792 1.67367  0.57
25 H 1.24013 2.78332 1.13267  -0.01
26 H -0.33467 2.53412 2.69137  0.28
27 H 0.99273 2.56282 3.86417  0.65
28 H 0.27953 -3.18558 1.79997  0.35
29 H -0.59597 -4.81308 3.44247  0.50
30 H -1.33757 -4.11028 5.65877  0.47
31 H -1.18367 -1.74418 6.36237  0.50
32 H -0.34967 0.80442 5.30967  0.28
33 H 3.73673 -2.85628 1.15417  0.55
34 H 5.95513 -3.69218 0.47047  0.55
35 H 7.85273 -2.17788 0.16147  0.47
36 H 7.63043 0.24742 0.61017  0.49
37 H 5.67723 2.12522 1.54097  0.32
38 O 2.31053 2.79922 -2.71073  -0.70
39 Cl 1.89553 2.26172 -1.50463  1.79
40 O 2.98973 1.73982 -0.73813  -0.56
41 O 1.20963 3.21272 -0.69213  -0.65
42 O 1.00283 1.14462 -1.73053  -0.76
43 C 4.22573 -4.45978 -3.13383  -1.56
44 C 3.48333 -3.43138 -2.36623  0.61
45 C 2.37873 -3.75088 -1.57043  -0.92
46 C 1.74643 -2.76408 -0.84033  -0.90
47 N 2.13183 -1.48768 -0.86293  0.56
48 C 3.17443 -1.16108 -1.62603  -0.27
49 C 3.86903 -2.09118 -2.37493  -1.31
50 H 3.57163 -5.25778 -3.47643  0.44
51 H 4.97863 -4.90778 -2.48333  0.30
52 H 4.74253 -4.02928 -3.98753  0.43
53 H 2.01013 -4.76438 -1.53633  0.59
54 H 0.89433 -3.00278 -0.21813  0.28
55 H 3.48313 -0.12608 -1.64183  0.32
56 H 4.71383 -1.76698 -2.96023  0.58
57 O -0.98157 1.20352 0.15597  1.28
58 P -2.31617 1.14812 -0.50573  -0.54
59 C -2.87337 2.80602 -1.28443  0.10
60 C -3.22577 3.85302 -0.23663  -1.86
61 C -1.98227 4.47302 0.38107  0.51
62 C -1.18087 5.25482 -0.65563  -0.64
63 C -1.55277 4.84682 -2.06733  -1.48
64 C -1.78817 3.33782 -2.21563  -0.14
65 C -2.43447 -0.13708 -1.88443  1.54
66 C -2.39557 0.45202 -3.29693  -1.15
67 C -2.40797 -0.63088 -4.37003  -1.18
68 C -1.23097 -1.58988 -4.22703  -0.96
69 C -0.45927 -1.35078 -2.94073  -0.28
70 C -1.37077 -1.22818 -1.71893  -0.56
71 C -3.56857 0.82822 0.86307  0.02
72 C -3.09107 -0.27718 1.80047  -0.10
73 C -3.49117 -1.66988 1.34027  -0.08
74 C -4.99647 -1.76558 1.13237  -1.13
75 C -5.46527 -0.74688 0.10287  -0.52
76 C -5.02907 0.67232 0.45267  -1.43
77 H -3.78127 2.54442 -1.83713  1.08
78 H -3.90517 3.47112 0.52387  0.64
79 H -3.77117 4.64732 -0.76123  0.60
80 H -1.35657 3.65332 0.75457  -0.88
81 H -2.24577 5.10542 1.23107  0.69
82 H -0.10917 5.08932 -0.50363  0.12
83 H -1.33807 6.33182 -0.53423  0.43
84 H -0.77137 5.16292 -2.75733  0.53
85 H -2.47857 5.35162 -2.37823  0.40
86 H -0.83357 2.85962 -1.97453  -0.59
87 H -2.02057 3.13062 -3.25943  0.39
88 H -3.43457 -0.56638 -1.74613  -0.07
89 H -1.46907 1.02132 -3.40503  0.20
90 H -3.24977 1.10742 -3.46303  0.56
91 H -2.38947 -0.15978 -5.35643  0.50
92 H -3.35347 -1.17808 -4.32053  0.37
93 H -0.54807 -1.48448 -5.07343  0.42
94 H -1.58777 -2.62298 -4.26543  0.34
95 H 0.11573 -0.42508 -3.01703  0.01
96 H 0.25013 -2.16408 -2.78523  0.05
97 H -0.73727 -1.01808 -0.84273  -0.54
98 H -1.85427 -2.19778 -1.57303  0.80
99 H -3.46327 1.76842 1.41977  0.56
100 H -3.52907 -0.09318 2.78527  0.85
101 H -2.00607 -0.21888 1.89597  -0.84
102 H -3.17177 -2.39538 2.08837  0.52
103 H -2.97687 -1.90408 0.40747  -0.29
104 H -5.50887 -1.58388 2.08007  0.40
105 H -5.26597 -2.77068 0.80847  0.46
106 H -6.55427 -0.76828 0.03947  0.47
107 H -5.09317 -1.03508 -0.88613  0.18
108 H -5.63197 0.99242 1.30847  0.63
109 H -5.27437 1.34932 -0.36883  0.27